{
  "formula": "C30H59N4O4PS4",
  "method": "ωB97M-V/def2-TZVPD",
  "species": ["C", "C", "C", "C", "C", "C", "O", "C", "C", "C", "C", "S", "C", "S", "N", "C", "C", "N", "C", "C", "C", "C", "C", "S", "O", "C", "P", "S", "C", "C", "C", "C", "C", "H", "H", "H", "H", "H", "H", "H", "H", "H", "H", "H", "H", "H", "H", "H", "H", "H", "H", "H", "H", "H", "H", "H", "H", "H", "H", "H", "H", "H", "H", "H", "H", "H", "H", "H", "H", "H", "H", "H", "H", "H", "H", "H", "H", "H", "C", "O", "N", "C", "C", "H", "H", "H", "H", "H", "H", "H", "C", "O", "N", "C", "C", "H", "H", "H", "H", "H", "H", "H"],
  "coordinates": [[3.838578, 7.740884, 0.379782], [2.323827, 7.073509, 0.332258], [2.280018, 5.689436, 1.268714], [1.342845, 4.613288, 0.422177], [1.594399, 3.137364, 1.165430], [0.581055, 1.960280, 0.641573], [-0.840537, 2.172145, 0.951784], [-1.546446, 2.906437, -0.109356], [-2.587631, 2.007640, -1.003802], [-4.175068, 2.234169, -0.578072], [-4.812510, 0.733318, -0.370571], [-6.615407, 0.806692, -0.880143], [-7.554652, 0.949984, 0.745403], [-7.302575, -0.298941, 1.915374], [-8.487013, 2.127129, 0.942619], [-8.740800, 3.293018, 0.003868], [-9.894747, 4.161263, 0.805138], [-10.256758, 3.512970, 2.145685], [-9.364186, 2.285621, 2.174042], [1.186751, 0.514497, 1.167036], [2.155114, 0.675769, 2.521656], [2.423166, -0.759263, 3.290235], [1.449103, -1.033204, 4.580640], [2.321926, -0.322319, 6.103229], [0.165524, -0.476467, 1.535073], [-0.561726, -1.001365, 0.370455], [-2.368360, -1.349242, 1.012576], [-2.402543, -2.592589, 2.530652], [-0.012056, -2.488734, -0.145360], [1.599228, -2.513671, -0.452719], [-0.898620, -3.123145, -1.372121], [-0.116630, -3.239296, -2.807756], [0.010770, -1.725325, -3.424262], [4.218300, 7.630434, 1.489583], [4.488505, 7.141234, -0.403309], [3.695458, 8.877947, 0.063908], [1.480835, 7.842903, 0.624223], [2.154092, 6.737840, -0.790959], [3.356342, 5.275375, 1.501984], [1.757084, 6.000628, 2.288438], [1.608226, 4.590749, -0.726995], [0.229208, 4.980814, 0.526856], [2.721209, 2.860140, 0.885014], [1.475405, 3.373723, 2.329662], [0.660225, 1.919661, -0.549061], [-0.842418, 3.465298, -0.872800], [-2.169213, 3.763201, 0.435409], [-2.315543, 0.869488, -1.052665], [-2.511215, 2.407521, -2.124911], [-4.318918, 2.934309, 0.351904], [-4.762204, 2.717168, -1.491263], [-4.257455, -0.118675, -0.972259], [-4.762807, 0.492928, 0.777375], [-8.226972, 3.488527, -1.043659], [-10.355896, 5.159537, 0.345034], [-9.367971, 1.514133, 3.055664], [1.924217, 0.148334, 0.315507], [1.548807, 1.345462, 3.302001], [3.198960, 1.139238, 2.267767], [3.537209, -0.708127, 3.709473], [2.388506, -1.673503, 2.560770], [1.393750, -2.208610, 4.772890], [0.342577, -0.669583, 4.455791], [3.047106, 0.790297, 5.608194], [-0.546849, -0.312934, -0.575406], [-2.806890, -0.058770, 1.563373], [-3.251792, -1.823907, -0.026313], [-0.179912, -3.213508, 0.788660], [1.826239, -1.733300, -1.305809], [1.939597, -3.567587, -0.845213], [2.280014, -2.229411, 0.455716], [-1.206369, -4.231104, -1.059147], [-1.912326, -2.542795, -1.588065], [0.877012, -3.856752, -2.788792], [-0.851918, -3.831962, -3.537998], [-0.450220, -1.744144, -4.504896], [-0.719756, -1.039740, -2.774986], [1.075225, -1.244594, -3.353363], [3.468393, -2.509281, -4.409944], [2.801410, -3.400838, -3.901058], [4.085696, -2.574850, -5.641090], [4.859752, -1.473080, -6.174198], [3.957020, -3.783910, -6.427811], [3.630180, -1.546943, -3.896600], [4.413968, -1.152737, -7.120335], [5.885046, -1.812200, -6.347619], [4.873536, -0.628554, -5.479872], [2.896780, -3.968844, -6.625515], [4.360789, -4.625158, -5.856481], [4.496679, -3.688475, -7.373757], [3.325525, -5.359292, 1.469706], [3.760522, -4.264083, 1.138041], [2.436873, -5.589390, 2.498510], [1.968851, -6.919436, 2.828959], [1.955027, -4.465842, 3.274896], [3.627189, -6.281249, 0.945507], [0.880129, -6.946885, 2.726738], [2.246404, -7.145623, 3.862453], [2.410496, -7.668757, 2.166410], [1.448500, -3.762587, 2.606868], [2.808242, -3.960354, 3.737121], [1.261490, -4.801372, 4.050509]],
  "atomic_forces_ev_per_a": [[-1.59, 0.00, -0.08], [0.96, -0.66, -0.32], [-1.09, 1.09, -1.09], [0.31, -0.27, 1.46], [-0.50, 1.36, -0.76], [1.18, -0.22, -1.10], [1.15, 0.54, -1.53], [-0.81, 0.97, -0.44], [-0.30, 1.07, -0.70], [0.25, -1.00, -1.24], [0.41, 0.81, 1.46], [-0.55, 0.47, 1.52], [-0.06, -0.51, 1.51], [-0.76, 2.98, -2.22], [-1.11, 0.93, 0.45], [-3.51, 1.25, 3.85], [3.28, -3.80, -0.71], [5.44, -3.46, -4.49], [-1.59, 3.46, -1.95], [1.34, 0.42, 0.81], [-1.18, -0.62, 0.75], [0.65, -0.02, -0.02], [0.32, -0.82, -1.01], [-0.09, 0.57, -0.77], [0.19, 0.54, -2.52], [0.39, -1.30, -1.35], [0.89, 0.51, 1.61], [0.08, -0.04, -0.39], [0.41, -0.62, 1.39], [-0.02, 0.49, -0.65], [0.01, -1.11, -0.39], [-1.16, 0.13, -0.37], [-0.91, 0.01, 0.42], [-0.43, 0.43, -2.40], [-1.07, 1.43, 1.85], [0.81, -2.44, 0.71], [1.76, -1.62, -0.46], [0.13, 0.82, 2.31], [-2.11, 0.81, -0.64], [1.12, -0.99, -2.07], [-0.33, 0.01, 2.36], [2.16, -0.86, -0.20], [-2.53, 0.40, 0.82], [0.32, -0.90, -2.60], [-0.05, 0.18, 2.40], [-1.02, -1.29, 1.76], [1.27, -1.86, -1.13], [-0.41, 2.24, 0.35], [0.00, -0.92, 2.39], [0.31, -1.60, -1.69], [1.38, -0.90, 2.01], [-1.38, 1.97, 1.05], [-0.28, 0.13, -2.35], [-1.14, -0.79, 2.74], [1.03, -2.58, 1.49], [0.17, 1.72, -2.19], [-1.75, 0.42, 1.56], [1.54, -1.24, -1.71], [-2.25, -0.72, 0.35], [-2.43, -0.26, -0.90], [-0.06, 1.85, 1.25], [0.20, 2.63, -0.27], [2.29, -0.43, 0.15], [-1.10, -1.37, 0.11], [-0.04, -0.87, 1.92], [0.29, -0.88, -1.21], [0.66, 0.82, 0.30], [0.31, 1.64, -1.92], [-0.36, -1.56, 1.55], [-0.75, 2.13, 0.88], [-1.58, -0.67, -1.60], [0.57, 2.42, -0.53], [2.16, -1.10, 0.54], [-1.94, 1.55, 0.13], [1.54, 1.21, 1.63], [1.33, 0.32, 1.97], [1.57, -1.30, -1.45], [-2.05, -1.08, -0.40], [0.11, -0.55, -0.61], [0.69, 0.51, -0.67], [-0.55, 0.32, 1.30], [-0.08, -0.22, -0.04], [-0.19, -0.19, 0.22], [0.08, 0.02, -0.10], [0.18, 0.14, 0.03], [0.00, 0.22, -0.07], [-0.05, -0.19, -0.06], [0.16, -0.15, -0.06], [-0.10, -0.03, -0.20], [-0.08, 0.08, 0.22], [-0.42, 0.37, 0.59], [-0.41, -0.68, 0.48], [0.93, -0.02, -1.13], [-0.03, 0.22, 0.05], [0.17, 0.21, -0.17], [-0.08, -0.04, 0.08], [0.06, -0.20, 0.07], [-0.11, -0.18, -0.07], [-0.03, 0.19, 0.07], [-0.04, 0.06, 0.22], [-0.16, 0.10, 0.03], [0.12, -0.03, -0.20]],
  "mulliken_charge": [-0.924, -0.382, -0.589, -0.496, -0.521, -0.052, -0.377, -0.551, 0.519, -0.656, -0.100, -0.143, 0.280, -0.212, 0.098, -0.143, -0.258, -0.480, -0.096, 0.521, -0.734, 0.170, -0.302, -0.282, -0.199, 0.199, 0.194, -0.423, 0.880, -0.676, -0.777, -0.442, -0.418, 0.262, 0.237, 0.300, 0.334, 0.217, 0.339, 0.238, 0.346, 0.121, 0.240, 0.197, 0.315, 0.250, 0.283, -0.541, 0.385, 0.299, 0.313, 0.106, 0.026, 0.268, 0.283, 0.274, 0.067, 0.261, 0.185, 0.565, -0.916, 0.234, 0.277, 0.120, -0.176, 0.049, 0.099, 0.064, -0.098, 0.290, -0.013, 0.236, 0.135, 0.216, 0.428, 0.349, -0.095, -0.037, 0.149, -0.610, 0.124, -0.921, -0.953, 0.279, 0.341, 0.338, 0.292, 0.290, 0.291, 0.380, -0.030, -0.543, 0.210, -0.941, -0.668, 0.323, 0.327, 0.320, 0.307, 0.011, 0.327, 0.393],
  "smiles": "CCCCC[C@H](OCCCCSC(=S)n1ccnc1)[C@@H](CCCS)O[C@H]([PH2]=S)[C@H](C)CCC.CN(C)C=O.CN(C)C=O"
}

***

{
  "formula": "C19H18MoO3S6",
  "method": "ωB97M-V/def2-TZVPD",
  "species": ["Mo", "O", "S", "C", "C", "C", "C", "S", "O", "C", "C", "C", "C", "C", "C", "C", "C", "C", "C", "C", "C", "H", "H", "H", "H", "H", "H", "H", "H", "H", "H", "H", "H", "H", "H", "H", "H", "H", "H", "O", "C", "S", "C", "C", "S", "S", "S"],
  "coordinates": [[-0.038382, 0.329828, 1.162573], [1.724980, -0.165843, 1.035524], [2.929607, -1.226046, 0.561863], [1.968277, -2.617190, -0.089057], [1.007864, -3.382153, 0.824328], [-0.350090, -2.734138, 1.117405], [-1.280361, -2.629713, -0.088338], [-2.627030, -1.435008, 0.094097], [-1.723436, -0.141194, 0.548027], [-3.467627, -1.887817, 1.575223], [-3.677650, -3.249381, 1.819710], [-4.552370, -3.603427, 2.833305], [-5.197421, -2.622345, 3.577210], [-4.987412, -1.272795, 3.307950], [-4.137434, -0.891719, 2.285026], [3.663555, -1.748772, 2.058876], [4.001361, -3.102132, 2.208307], [4.845268, -3.458629, 3.244677], [5.329248, -2.490807, 4.117042], [4.996024, -1.147278, 3.947777], [4.187288, -0.760567, 2.899274], [2.749832, -3.274027, -0.488517], [1.504755, -2.177959, -0.976786], [1.489801, -3.624361, 1.770984], [0.826263, -4.343155, 0.335315], [-0.203262, -1.744341, 1.616664], [-0.841437, -3.289831, 1.915678], [-1.754774, -3.588903, -0.314067], [-0.793433, -2.312113, -1.013227], [-3.212700, -4.031502, 1.232190], [-4.737255, -4.650218, 3.034730], [-5.882738, -2.911222, 4.363762], [-5.513628, -0.519238, 3.878152], [-4.017884, 0.155940, 2.031656], [3.659680, -3.869485, 1.525785], [5.132257, -4.494523, 3.365531], [5.987949, -2.780794, 4.925601], [5.399100, -0.401413, 4.619227], [3.978509, 0.288540, 2.727314], [-0.408874, 6.348263, 4.333549], [-0.378910, 5.336566, 3.774111], [-0.187749, 5.146702, 1.949606], [-0.193443, 3.476780, 1.957977], [-0.332529, 2.773500, 3.269094], [-0.341279, 1.060684, 3.354389], [-0.461191, 3.686577, 4.647630], [-0.032121, 2.603059, 0.512952]],
  "atomic_forces_ev_per_a": [[0.12, 0.17, -0.31], [-0.68, -0.02, 0.18], [0.18, -0.02, 0.17], [0.09, -0.01, -0.03], [-0.02, 0.04, -0.01], [-0.01, 0.07, 0.00], [-0.06, -0.08, 0.05], [-0.13, -0.08, 0.07], [0.41, 0.11, 0.33], [0.05, -0.21, -0.14], [0.07, 0.00, -0.02], [-0.02, -0.01, 0.04], [0.00, -0.01, 0.01], [0.01, 0.00, 0.01], [-0.02, 0.18, -0.10], [0.03, -0.19, -0.24], [-0.08, -0.04, -0.04], [0.01, 0.00, 0.04], [-0.01, 0.01, 0.00], [0.01, 0.00, 0.05], [0.00, 0.16, -0.08], [0.02, 0.01, 0.03], [-0.03, -0.01, -0.03], [-0.05, 0.05, -0.01], [0.00, -0.01, -0.01], [0.03, -0.06, 0.10], [-0.01, -0.05, 0.00], [-0.03, 0.01, -0.02], [0.01, 0.04, -0.03], [-0.01, 0.03, 0.01], [0.00, 0.00, 0.00], [0.00, 0.00, -0.01], [0.00, 0.00, -0.01], [-0.03, -0.04, 0.02], [0.03, 0.05, 0.02], [-0.01, 0.00, 0.00], [0.00, 0.00, -0.01], [0.00, 0.00, 0.00], [0.02, 0.00, 0.01], [-0.06, 0.06, 0.00], [0.12, -0.07, 0.02], [-0.05, -0.17, -0.04], [0.05, 0.15, -0.23], [0.03, -0.12, 0.26], [-0.02, 0.07, 0.05], [-0.05, -0.11, -0.18], [0.03, 0.08, 0.12]],
  "mulliken_charge": [0.664, -0.442, 0.383, -0.910, -0.856, 0.471, -0.739, 0.281, -0.461, 1.244, -0.333, -0.815, -0.509, -0.674, -0.588, 1.273, -0.302, -0.873, -0.478, -0.683, -0.616, 0.668, 0.450, 0.576, 0.375, -0.260, 0.426, 0.553, 0.451, 0.384, 0.438, 0.454, 0.436, 0.438, 0.339, 0.435, 0.448, 0.433, 0.385, -0.166, 0.519, 0.184, 0.426, 0.406, -0.094, 0.174, 0.085],
  "e_above_lowest_kj_mol": 73.11,
  "total_charge": 4
}

***

{
  "formula": "C6H10S",
  "method": "ωB97M-V/def2-TZVPD",
  "species": ["C", "C", "C", "C", "C", "C", "S", "H", "H", "H", "H", "H", "H", "H", "H", "H", "H"],
  "coordinates": [[-1.616290, 0.355660, 0.248244], [-0.866127, 1.552618, 0.758344], [0.057903, 1.451051, -0.772649], [-0.151184, 0.400576, 0.277714], [1.072058, -1.871870, -0.009009], [0.920341, -0.642027, 0.851472], [1.635184, 2.252052, -0.776215], [-2.179643, -0.170877, 1.053146], [-2.191102, 0.232022, -0.651805], [-0.878676, 2.341337, 1.468487], [-0.532909, 1.336904, -1.589584], [1.425608, -2.607786, 0.668021], [1.758760, -1.850089, -0.862607], [0.047989, -2.096316, -0.359378], [1.889305, -0.133137, 0.789593], [0.445056, -0.944378, 1.879570], [1.442310, 3.636372, -1.251871]],
  "atomic_forces_ev_per_a": [[-1.85, -0.73, 2.33], [0.73, -0.38, -4.31], [0.40, 1.10, 5.05], [2.99, -1.73, 0.60], [-1.38, 0.08, -0.46], [-2.20, 1.75, -0.01], [0.17, 1.73, -0.85], [0.87, 0.01, -0.37], [0.01, 0.68, -0.71], [0.02, 0.22, 0.39], [-1.46, 0.16, -2.53], [0.22, -1.23, 0.26], [-0.20, 0.51, 0.20], [0.57, -0.57, -0.05], [-0.24, 0.15, 1.24], [1.61, 0.70, -1.60], [-0.26, -2.43, 0.81]],
  "mulliken_charge": [-0.600, -0.692, -0.284, 0.377, -1.095, -0.195, -0.278, 0.203, 0.194, 0.367, 0.357, 0.330, 0.269, 0.305, 0.332, 0.268, 0.144],
  "e_above_lowest_kj_mol": 398.28,
  "smiles": "CC[C@@]12C[C@@H]1[C@H]2S"
}

***

{
  "formula": "C5H8O",
  "method": "ωB97M-V/def2-TZVPD",
  "species": ["C", "C", "C", "C", "C", "O", "H", "H", "H", "H", "H", "H", "H", "H"],
  "coordinates": [[1.967360, 0.093828, -0.900730], [0.609298, -0.453068, -0.723500], [-0.452877, 0.594939, -0.613220], [-1.160563, 0.344713, 0.703265], [-1.355406, -1.008206, 1.220665], [-0.305323, -0.179222, 1.716253], [2.110072, 1.183800, -0.835186], [2.304182, -0.258740, -1.888597], [2.639997, -0.415186, -0.198939], [-0.117137, 1.646244, -0.657331], [-1.164985, 0.429036, -1.436691], [-1.826815, 1.137512, 1.045827], [-2.155738, -1.196183, 1.932059], [-1.041623, -1.856450, 0.616603]],
  "atomic_forces_ev_per_a": [[-0.06, 0.04, 0.04], [0.17, 0.34, -0.23], [0.09, -0.05, 0.01], [-0.18, 0.08, -0.10], [-0.25, -0.24, 0.00], [0.14, 0.00, 0.21], [-0.09, -0.10, -0.01], [-0.04, -0.03, 0.09], [-0.05, -0.02, -0.11], [0.03, -0.16, 0.02], [0.08, -0.02, 0.08], [0.09, -0.13, -0.06], [0.04, 0.09, -0.04], [0.04, 0.19, 0.10]],
  "mulliken_charge": [-1.018, -0.217, -0.315, -0.054, -0.378, -0.430, 0.307, 0.317, 0.314, 0.302, 0.256, 0.379, 0.278, 0.260],
  "e_above_lowest_kj_mol": 485.73
}

***

Number 1: energy -3631.99407 Ha. Number 2: energy -3416.19616 Ha. Number 3: energy -632.65779 Ha. Number 4: energy -270.37289 Ha.